Entry i
Below is 3 unconnected molecules or ions with the total composition C4H14NO3, with properties calculated with wB97M-V/def2-TZVPD.

Computed properties:
LUMO	3.77	eV
HOMO-LUMO gap	7.982	eV

Structure (ORCA input):
```
! RIJCOSX wB97M-V def2-TZVPD def2/J DEFGRID3
* xyz -1 1
C 0.859 2.237 -0.042
N 0.678 1.126 0.972
C 2.268 -0.592 0.526
C 0.830 -0.254 0.415
C 0.151 -0.609 -0.987
O -1.269 -0.720 -0.853
H 1.321 3.091 0.459
H 1.312 1.910 -0.991
H -0.121 2.606 -0.478
H -0.189 1.119 1.406
H 2.565 -1.615 0.582
H 2.628 -0.073 1.420
H 2.756 -0.223 -0.389
H 0.382 -0.908 1.080
H 0.442 -1.721 -1.071
H 0.466 0.111 -1.691
H -2.549 0.085 -1.173
H -3.739 -0.290 -0.592
O -3.501 0.445 -1.224
H -1.207 -1.927 1.332
H -1.892 -1.773 0.090
O -2.191 -2.026 1.207
*
```

Entry ii
Below is 3 unconnected molecules or ions with the total composition C4H14NO3, with properties calculated with wB97M-V/def2-TZVPD.

Computed properties:
LUMO	3.79	eV
HOMO-LUMO gap	7.177	eV

Structure (ORCA input):
```
! RIJCOSX wB97M-V def2-TZVPD def2/J DEFGRID3
* xyz -1 1
C 1.547 -2.021 0.278
C 0.408 -1.197 0.858
C 1.083 -0.040 1.746
N -0.460 -0.562 -0.127
C 0.269 0.112 -1.351
O 0.658 1.363 -1.014
H 2.443 -1.449 0.025
H 1.895 -2.751 1.028
H 1.201 -2.525 -0.646
H -0.191 -1.762 1.562
H 1.507 0.709 1.064
H 0.274 0.479 2.256
H 1.875 -0.451 2.359
H -0.962 0.233 0.247
H 1.031 -0.553 -1.711
H -0.551 0.251 -2.119
H -2.293 -0.702 -0.874
H -2.872 -1.981 -1.269
O -3.184 -1.131 -0.929
H 0.103 2.340 0.371
H 0.196 3.744 -0.261
O -0.004 3.307 0.572
*
```

Q: Which of them is the least stable? A: entry i.

Entry i
Below is C27H30N4O4 in the gas phase, with properties calculated with wB97M-V/def2-TZVPD.

Computed properties:
LUMO	0.42	eV
HOMO-LUMO gap	8.027	eV

Structure (ORCA input):
```
! RIJCOSX wB97M-V def2-TZVPD def2/J DEFGRID3
* xyz 0 1
C 2.259 -1.679 2.415
O 1.607 -2.270 1.318
C 0.239 -2.207 1.237
C -0.524 -1.488 2.143
C -1.904 -1.414 2.031
C -2.535 -2.072 0.995
C -1.788 -2.808 0.095
C -0.396 -2.901 0.176
N 0.261 -3.691 -0.750
C 1.608 -4.178 -0.602
C 2.614 -3.241 -1.312
N 1.920 -2.571 -2.387
C 1.724 -1.238 -2.479
O 0.964 -0.745 -3.297
C 2.502 -0.370 -1.490
O 3.720 -0.358 -1.451
C 1.632 0.395 -0.630
C 0.251 0.440 -0.675
N -0.232 1.204 0.323
C -1.611 1.521 0.534
C -1.925 2.959 0.083
O -1.066 3.726 -0.296
N -3.224 3.297 0.160
C -4.332 2.445 0.542
C -5.536 3.388 0.552
C -5.169 4.423 -0.509
C -3.675 4.611 -0.277
C 0.820 1.701 1.056
C 0.830 2.514 2.181
C 2.057 2.837 2.723
C 3.247 2.365 2.164
C 3.244 1.555 1.048
C 2.018 1.214 0.486
C 0.998 -3.446 -3.078
C -0.189 -3.733 -2.130
H 3.317 -1.891 2.270
H 1.927 -2.119 3.362
H 2.116 -0.595 2.441
H -0.040 -0.957 2.947
H -2.472 -0.854 2.759
H -3.610 -2.036 0.895
H -2.302 -3.355 -0.680
H 1.858 -4.281 0.450
H 1.639 -5.174 -1.059
H 3.450 -3.817 -1.723
H 3.006 -2.506 -0.613
H -0.410 -0.027 -1.380
H -2.226 0.812 -0.026
H -1.850 1.424 1.598
H -4.162 1.985 1.519
H -4.471 1.645 -0.196
H -6.467 2.867 0.334
H -5.625 3.870 1.526
H -5.724 5.351 -0.403
H -5.347 4.019 -1.506
H -3.120 4.912 -1.167
H -3.482 5.347 0.511
H -0.085 2.896 2.609
H 2.101 3.472 3.595
H 4.185 2.648 2.618
H 4.159 1.189 0.609
H 1.525 -4.361 -3.355
H 0.649 -2.941 -3.979
H -0.948 -2.965 -2.282
H -0.625 -4.714 -2.363
*
```

Entry ii
Below is C27H30N4O4 in the gas phase, with properties calculated with wB97M-V/def2-TZVPD.

Computed properties:
LUMO	0.48	eV
HOMO-LUMO gap	8.227	eV

Structure (ORCA input):
```
! RIJCOSX wB97M-V def2-TZVPD def2/J DEFGRID3
* xyz 0 1
C -2.633 -2.439 -1.253
O -2.562 -1.052 -1.031
C -1.661 -0.306 -1.746
C -0.696 -0.885 -2.554
C 0.210 -0.116 -3.268
C 0.144 1.260 -3.183
C -0.814 1.851 -2.380
C -1.730 1.105 -1.633
N -2.662 1.795 -0.874
C -3.871 1.214 -0.346
C -3.650 0.672 1.088
N -2.530 1.380 1.662
C -1.329 0.844 1.967
O -0.361 1.543 2.236
C -1.230 -0.682 1.955
O -2.009 -1.389 2.572
C -0.141 -1.160 1.140
C 0.782 -0.381 0.471
N 1.649 -1.145 -0.222
C 2.803 -0.627 -0.916
C 3.582 0.228 0.101
O 4.301 -0.304 0.923
N 3.359 1.551 0.082
C 2.604 2.330 -0.886
C 2.491 3.724 -0.256
C 2.710 3.461 1.233
C 3.783 2.381 1.199
C 1.323 -2.469 -0.029
C 1.896 -3.627 -0.538
C 1.334 -4.833 -0.172
C 0.229 -4.895 0.680
C -0.349 -3.750 1.186
C 0.198 -2.522 0.827
C -2.581 2.796 1.367
C -2.262 2.979 -0.136
H -3.462 -2.786 -0.637
H -1.720 -2.951 -0.937
H -2.841 -2.665 -2.304
H -0.631 -1.959 -2.623
H 0.945 -0.600 -3.894
H 0.823 1.880 -3.749
H -0.878 2.928 -2.355
H -4.624 2.012 -0.332
H -4.225 0.426 -1.004
H -3.445 -0.394 1.071
H -4.537 0.849 1.706
H 0.868 0.685 0.491
H 3.437 -1.464 -1.212
H 2.498 -0.065 -1.802
H 1.612 1.904 -1.059
H 3.132 2.362 -1.845
H 3.277 4.377 -0.638
H 1.528 4.185 -0.467
H 1.802 3.066 1.691
H 3.026 4.349 1.776
H 4.773 2.807 1.001
H 3.835 1.771 2.101
H 2.753 -3.596 -1.193
H 1.760 -5.751 -0.549
H -0.174 -5.861 0.944
H -1.201 -3.787 1.846
H -1.840 3.309 1.980
H -3.578 3.166 1.616
H -2.782 3.865 -0.524
H -1.187 3.125 -0.249
*
```

Q: Which of them is the least stable? A: entry ii.

Entry i
Below is C3H3NOS2 in the gas phase, with properties calculated with wB97M-V/def2-TZVPD.

Computed properties:
LUMO	-1.80	eV
HOMO-LUMO gap	7.236	eV

Structure (ORCA input):
```
! RIJCOSX wB97M-V def2-TZVPD def2/J DEFGRID3
* xyz 0 1
C 0.957 0.393 2.110
N 0.951 -0.364 1.119
O -0.138 0.030 0.208
C -0.168 -0.586 -0.964
S 0.936 -1.692 -1.468
C -1.175 -0.001 -1.843
S -2.137 1.297 -1.555
H 0.224 1.250 2.244
H 1.686 0.195 2.930
H -1.135 -0.522 -2.780
*
```

Entry ii
Below is a molecular structure, C3H3NOS2, with properties calculated with wB97M-V/def2-TZVPD.

Computed properties:
LUMO	-0.34	eV
HOMO-LUMO gap	8.332	eV

Structure (ORCA input):
```
! RIJCOSX wB97M-V def2-TZVPD def2/J DEFGRID3
* xyz 0 1
C 0.926 0.133 -0.030
C 0.433 1.369 -0.115
C -1.180 0.300 -0.058
H 1.883 -1.881 0.306
H 1.147 2.298 0.253
H -1.894 -1.807 0.738
N -0.916 1.520 -0.350
O -0.206 -0.568 -0.114
S 2.543 -0.648 -0.327
S -2.735 -0.716 -0.302
*
```

Q: Which of them is the least stable? A: entry ii.